Record 1
A cluster of 13 separate species, C52H60BrF15N4O39P in total at a distorted geometry, computed with wB97M-V/def2-TZVPD.

ORCA input file:
```
! RIJCOSX wB97M-V def2-TZVPD def2/J DEFGRID3
* xyz 1 1
Br -0.41 0.02 5.76
P -0.91 0.18 3.63
F -7.16 2.30 -5.08
F 3.75 -1.65 -1.00
F 3.53 1.73 -1.89
F 10.66 -0.94 5.83
F 4.73 3.73 7.66
F 3.08 -0.75 -2.93
F -12.90 6.88 -5.88
F 2.18 -9.27 0.07
F 1.15 -9.12 9.08
F -2.95 -5.71 -6.84
F -4.64 4.49 -5.77
F 1.67 9.98 0.17
F -2.77 -7.36 1.71
F -0.07 0.10 -7.02
F 7.94 4.94 -0.65
O 4.12 10.11 2.59
O 0.00 -3.59 -4.29
O -0.65 -5.73 -4.27
O -10.83 6.24 -5.24
O 5.49 0.56 6.52
O 1.41 -9.93 -4.26
O 6.16 5.50 0.62
O 0.50 -8.46 -2.82
O 8.92 0.46 5.49
O 4.14 6.36 1.16
O -1.41 -4.37 -5.86
O -2.27 -5.81 5.84
O 0.34 -9.94 4.79
O -7.31 1.96 -7.32
O -4.44 4.36 -2.33
O -0.03 0.09 -3.57
O 3.72 1.87 6.88
O -0.70 -3.28 0.76
O 0.20 -5.31 0.38
O 8.13 -0.34 3.57
O -1.32 -7.57 4.82
O -5.32 5.64 -3.94
O -0.17 -1.13 3.08
O 3.46 -0.12 5.83
O 7.28 1.57 4.41
O 2.17 -9.78 -2.14
O -9.67 8.07 -5.77
O -8.58 6.22 -5.12
O -2.65 -6.21 3.65
O 0.35 -9.43 6.99
O -0.81 1.32 -5.25
O 3.16 11.42 1.06
O 4.62 12.30 2.54
O 1.96 -10.71 6.13
O -5.82 6.05 -1.78
O -9.11 3.20 -7.79
O -8.22 1.88 -9.38
O 4.65 5.88 -0.98
O -1.39 1.81 -3.13
N -0.31 1.12 0.85
N 0.83 3.98 1.32
N 1.48 2.69 1.48
N 0.34 1.45 3.04
C -1.57 1.89 0.51
C -1.46 -8.17 3.52
C -11.77 7.30 -5.27
C -3.25 0.04 -0.11
C -7.43 2.91 -6.27
C 3.38 -0.55 -1.64
C -4.26 4.92 -4.54
C -1.63 -6.47 -5.01
C 4.75 2.38 7.71
C -5.26 5.41 -2.60
C 1.09 2.09 3.98
C -0.62 -2.84 -0.62
C 0.38 -0.57 -4.79
C 4.91 5.96 0.34
C -2.61 -1.34 0.16
C 3.30 0.66 -1.08
C 5.99 1.80 7.06
C 0.48 1.74 1.78
C 1.67 2.69 4.81
C 4.03 11.38 2.12
C 1.36 -9.44 -3.19
C -0.80 1.14 -3.92
C -1.93 -6.98 2.71
C 0.84 -10.02 5.86
C 9.38 -0.88 5.41
C 1.02 -3.81 3.30
C -11.04 8.35 -6.09
C 2.88 0.96 0.33
C -4.06 3.77 -3.58
C -8.87 3.34 -6.38
C 6.61 4.79 -0.53
C 3.15 9.31 1.91
C 4.16 0.69 6.36
C -0.62 -4.48 -4.76
C 2.05 -8.75 -1.17
C -8.22 2.30 -8.28
C 5.85 5.48 -1.65
C 2.94 10.09 0.64
C -2.10 -6.47 4.88
C -9.59 6.79 -5.36
C 1.26 -4.05 2.01
C 2.25 2.35 0.30
C -1.71 -5.69 -6.31
C 2.32 -10.46 7.50
C 0.66 -8.22 -1.42
C 9.25 -1.17 3.93
C 0.27 0.55 -5.79
C 8.04 0.66 4.48
C 1.00 -10.04 8.09
C 0.21 -4.27 1.00
C -2.86 1.18 0.84
C -1.49 -1.60 -0.87
H -4.33 -0.08 0.01
H 2.85 -8.02 -1.33
H 2.00 3.08 5.75
H 1.41 4.51 0.67
H -3.64 1.93 0.77
H 1.39 -0.96 -4.68
H 6.38 3.73 -0.41
H 1.15 1.18 -5.88
H 3.53 8.30 1.73
H -0.89 -0.71 -1.00
H 6.38 6.36 -2.01
H 2.24 9.25 2.50
H 1.67 2.49 -0.62
H -3.38 -2.08 -0.02
H -0.91 -3.63 -1.30
H 9.04 -2.21 3.71
H -2.88 0.81 1.87
H 0.20 0.98 -0.01
H 10.13 -0.85 3.38
H 3.76 0.92 0.98
H -1.55 2.87 0.97
H -9.02 4.37 -6.06
H -12.00 7.61 -4.25
H 3.05 -9.65 7.54
H -3.04 3.41 -3.55
H -0.98 -5.99 -7.06
H -11.31 9.37 -5.83
H -0.29 -1.39 -5.00
H 2.21 0.16 0.62
H -11.21 8.20 -7.16
H 2.29 -4.13 1.69
H -1.32 -7.50 -5.15
H 3.63 9.85 -0.17
H 5.63 4.82 -2.48
H 0.55 -7.17 -1.19
H -2.00 -1.77 -1.81
H -0.09 -8.79 -0.87
H -0.53 -8.58 3.17
H 1.82 -3.47 3.94
H 3.06 3.07 0.26
H 0.05 -3.99 3.73
H -6.70 3.71 -6.43
H 2.74 -11.34 7.96
H -4.73 2.94 -3.81
H -0.39 -1.23 2.13
H -2.58 -6.45 -4.47
H 8.76 -1.51 6.05
H -2.30 -1.45 1.19
H -1.56 2.07 -0.56
H -9.53 2.68 -5.83
H -1.13 -6.37 2.28
H 0.95 4.45 2.21
H 6.80 1.62 7.76
H 0.38 -10.86 8.46
H -2.22 -8.95 3.55
H 0.42 -2.60 -0.84
H 6.35 2.43 6.25
H -3.39 5.58 -4.65
H 4.58 2.06 8.74
H -3.08 0.33 -1.14
*
```

Output
F_max = 2.14 eV/Å
gap between HOMO and LUMO = 8.401 eV

---

Record 2
A structure of composition C52H61As3CoN6S2 at a distorted geometry, computed with wB97M-V/def2-TZVPD.

ORCA input file:
```
! RIJCOSX wB97M-V def2-TZVPD def2/J DEFGRID3
* xyz 2 2
As -2.07 0.96 -2.14
As 0.83 -3.26 -1.35
As 1.96 -0.11 -1.67
Co -0.74 -1.65 0.31
S -4.05 -3.48 -2.30
S -3.05 -3.34 4.03
N -0.82 -1.87 3.97
N -1.88 -2.05 -2.97
N -2.29 -2.51 -0.70
N 0.93 -1.58 1.39
N -1.83 -2.51 1.92
N -0.87 0.25 1.18
C 0.24 0.64 1.83
C -0.77 4.02 3.32
C 4.50 -1.28 -0.80
C -1.99 2.88 -1.72
C 2.88 0.25 -3.37
C 0.09 1.35 -5.74
C 0.88 -3.46 -3.30
C 3.33 -1.32 2.83
C -0.74 0.83 -6.71
C -0.76 3.52 -1.74
C 3.17 -1.55 -1.08
C -4.23 -3.78 -0.61
C 4.93 -3.61 -0.45
C -0.79 2.70 2.57
C -2.97 -3.19 1.51
C -4.79 1.45 -3.18
C -1.77 -2.50 3.24
C 5.53 -2.38 3.45
C -3.22 -3.20 0.07
C -4.01 0.76 -2.25
C -3.01 4.95 -1.03
C -1.93 2.27 1.90
C 1.29 -0.39 1.91
C 4.63 -1.15 3.60
C -1.78 5.59 -1.09
C -1.93 1.06 1.22
C -0.82 5.15 2.30
C 4.27 -0.96 5.08
C 0.68 -5.15 -0.90
C 1.69 -2.64 1.67
C 0.32 1.85 2.51
C 0.49 4.17 4.18
C -3.12 3.60 -1.34
C -2.41 0.42 -5.03
C -0.33 1.41 -4.42
C -2.00 4.09 4.23
C 2.72 -2.87 -1.04
C -2.62 -2.58 -1.98
C -4.65 -0.04 -1.31
C 3.61 -3.89 -0.73
C -6.03 -0.18 -1.31
C 2.49 -0.23 2.60
C -6.79 0.47 -2.27
C 5.39 0.08 3.09
C -0.65 4.87 -1.44
C 2.69 1.41 -0.65
C -1.99 0.36 -6.36
C -6.16 1.30 -3.20
C 2.87 -2.56 2.39
C -1.59 0.96 -4.05
C -3.73 -3.72 2.49
C 5.38 -2.30 -0.48
H -5.04 -4.37 -0.23
H 6.35 0.15 3.59
H -6.76 1.83 -3.93
H -2.83 2.86 1.89
H 4.87 -0.26 -0.85
H 0.03 -1.61 3.51
H 3.96 0.19 -3.24
H 3.69 -1.80 5.46
H 2.61 1.25 -3.72
H 0.35 1.81 -3.68
H 3.28 1.06 0.19
H 5.58 0.00 2.01
H 1.78 -4.03 -3.55
H -4.07 -0.56 -0.55
H 2.56 -0.48 -4.12
H -1.69 5.07 1.65
H -0.35 -5.44 -1.10
H 6.51 -2.17 3.88
H -3.90 5.51 -0.76
H -4.32 2.12 -3.89
H -7.86 0.36 -2.28
H -1.94 4.99 4.85
H -0.42 0.79 -7.74
H 1.23 2.11 3.03
H 1.08 1.72 -6.01
H -6.51 -0.81 -0.57
H -2.06 3.23 4.90
H 2.75 0.74 2.97
H 3.27 -4.92 -0.71
H -0.01 -3.98 -3.63
H 3.32 2.03 -1.29
H -4.09 3.13 -1.31
H -0.76 -2.07 4.95
H 5.18 -0.89 5.67
H -0.87 6.11 2.82
H 5.13 -3.25 3.99
H 0.07 5.16 1.66
H 0.14 2.97 -1.98
H -3.40 0.05 -4.78
H 6.42 -2.08 -0.26
H 0.42 5.10 4.74
H 5.67 -2.66 2.41
H 0.59 3.36 4.90
H 1.34 -5.75 -1.51
H -2.93 4.16 3.66
H 0.31 5.35 -1.48
H -2.65 -0.05 -7.11
H 1.33 -3.59 1.33
H -1.71 6.64 -0.87
H 0.89 -5.34 0.16
H 1.87 2.02 -0.28
H -4.66 -4.26 2.41
H 3.43 -3.46 2.56
H 5.62 -4.42 -0.22
H 4.85 1.01 3.28
H 0.93 -2.48 -3.78
H -2.82 0.73 0.70
H -2.27 -1.96 -3.90
H -1.17 -1.38 -2.73
H 1.39 4.22 3.57
H 3.69 -0.05 5.23
*
```

Output
F_max = 1.34 eV/Å
gap between HOMO and LUMO (alpha / beta) = 7.381 / 7.360 eV